Density functional theory data (wB97M-V/def2-TZVPD) for a structure of composition Br4Zn.

Last column: Löwdin charge in e.
Atoms and positions in Å:
Zn: -0.03904 0.02103 0.03920  -0.51
Br: -1.27917 -2.00491 -0.82093  -0.39
Br: 2.35756 -0.61051 0.49496  -0.39
Br: 0.25895 1.76112 -1.69390  -0.36
Br: -1.29830 0.83328 1.98068  -0.34

Computed properties:
Calculated total energy (Eh): -12075.6588
ΔE to the lowest compared entry with this formula, charge and spin (kcal/mol): 0.7
Orbital gap (eV): 7.98
2S+1: 1
HOMO level (eV): -1.970
Net charge: -2


Density functional theory data (wB97M-V/def2-TZVPD) for a cluster of 2 separate species, Br5HSi2 in total.

Last column: Löwdin charge in e.
Atoms and positions in Å:
Si: 2.20425 -0.00701 -0.11657  -0.77
Si: -4.28715 -0.22175 -0.18393  -0.14
Br: 0.60921 -0.58672 -1.44286  0.30
Br: 1.45817 -0.38440 1.88825  0.28
Br: 2.33198 2.16761 -0.51214  0.27
Br: -2.79156 -1.85964 0.30780  0.04
Br: -3.00414 1.54732 -0.02346  0.12
H: 3.47924 -0.65540 0.08290  -0.09

Computed properties:
Calculated total energy (Eh): -13449.8373
ΔE to the lowest compared entry with this formula, charge and spin (kcal/mol): 32.1
Orbital gap (eV): 8.43
2S+1: 1
HOMO level (eV): -9.513


Density functional theory data (wB97M-V/def2-TZVPD) for a structure of composition Br9Pb4.

Last column: Löwdin charge in e.
Atoms and positions in Å:
Pb: -3.04491 0.50354 -2.20327  0.45
Pb: 1.96970 -3.39469 1.36077  -0.09
Pb: -0.78360 4.51211 -0.60157  0.56
Pb: 0.34585 0.13337 0.50720  0.34
Br: -1.52924 4.37547 1.92249  -0.21
Br: -0.35479 -0.17841 -2.77383  -0.23
Br: 3.04914 -1.32718 2.30002  -0.21
Br: 2.78540 -6.18089 0.76747  -0.56
Br: 1.82126 -1.75120 -0.70449  -0.15
Br: -2.75365 3.20894 -2.67232  -0.26
Br: 1.41327 2.51897 -0.38022  -0.18
Br: -0.51833 -3.22666 2.00932  -0.23
Br: -2.40011 0.80664 0.46843  -0.21

Computed properties:
Calculated total energy (Eh): -23937.9965
Orbital gap (eV): 3.80
2S+1: 1
HOMO level (eV): -3.728
Net charge: -1


Density functional theory data (wB97M-V/def2-TZVPD) for a cluster of 3 separate species, BrClFH2IN4 in total.

Last column: Löwdin charge in e.
Atoms and positions in Å:
N: 0.85573 -1.66973 0.05031  -0.44
N: -0.38448 0.64639 -2.32150  0.18
N: -0.08842 -0.04754 -1.35368  -0.19
N: -0.14510 -1.09857 -0.80974  -0.01
F: 1.22612 0.79455 -0.47507  -0.36
Cl: 0.00649 -2.49055 1.25594  0.54
Br: -1.48498 2.70934 2.88048  -0.17
I: -1.06166 0.41017 2.28639  0.26
H: 1.40045 -0.93153 0.56771  0.06
H: -0.32415 1.67746 -2.08083  0.13

Computed properties:
Calculated total energy (Eh): -3651.7640
ΔE to the lowest compared entry with this formula, charge and spin (kcal/mol): 5.9
Orbital gap (eV): 8.49
2S+1: 1
HOMO level (eV): -9.626


Density functional theory data (wB97M-V/def2-TZVPD) for a cluster of 2 separate species, BrClFNO in total.

Last column: Löwdin charge in e.
Atoms and positions in Å:
N: -1.95973 -0.04798 0.23834  0.05
O: -1.94880 1.06070 0.50065  0.12
F: -1.44400 -0.23942 -1.17209  -0.18
Cl: 2.06142 -1.21418 0.55456  -0.13
Br: 3.29111 0.44089 -0.12146  0.13

Computed properties:
Calculated total energy (Eh): -3263.9459
ΔE to the lowest compared entry with this formula, charge and spin (kcal/mol): 0.0
Orbital gap (eV): 9.18
2S+1: 1
HOMO level (eV): -10.688


Density functional theory data (wB97M-V/def2-TZVPD) for a structure of composition BrClFP.

Last column: Löwdin charge in e.
Atoms and positions in Å:
F: 0.48793 -1.34499 -0.46461  -0.40
P: -0.01240 -0.35698 0.61864  0.39
Cl: 1.54511 1.81085 -0.09024  -0.30
Br: -2.02064 -0.10888 -0.06379  0.31

Computed properties:
Calculated total energy (Eh): -3475.4425
ΔE to the lowest compared entry with this formula, charge and spin (kcal/mol): 37.1
Orbital gap (eV): 8.07
2S+1: 1
HOMO level (eV): -10.208


Density functional theory data (wB97M-V/def2-TZVPD) for a structure of composition BrClH2N2.

Last column: Löwdin charge in e.
Atoms and positions in Å:
N: 1.11979 -0.02760 0.37885  0.00
N: -0.96180 0.12268 -0.53597  -1.06
Cl: -1.39454 1.64987 0.03337  0.46
Br: -1.99311 -1.21293 0.09211  0.58
H: 1.83756 0.48120 -0.35596  0.06
H: 1.39210 -1.01322 0.38760  -0.04

Computed properties:
Calculated total energy (Eh): -3144.6979
ΔE to the lowest compared entry with this formula, charge and spin (kcal/mol): 84.6
Orbital gap (alpha / beta) (eV): 7.03 / 7.03
2S+1: 1
HOMO level (alpha / beta) (eV): -9.030 / -9.029


Density functional theory data (wB97M-V/def2-TZVPD) for a cluster of 2 separate species, BrClH2O2Si in total.

Last column: Löwdin charge in e.
Atoms and positions in Å:
O: -1.43278 0.17453 1.65926  -0.37
O: -0.17052 -0.06391 -1.47544  -0.18
Si: 0.54682 0.31299 -0.09206  -0.18
Cl: 1.13274 2.19706 0.25552  0.39
Br: 2.06552 -1.23788 0.38184  0.39
H: -1.90679 -0.48956 1.14717  -0.10
H: -0.23500 -0.89323 -1.87628  0.04

Computed properties:
Calculated total energy (Eh): -3475.4357
ΔE to the lowest compared entry with this formula, charge and spin (kcal/mol): 93.3
Orbital gap (eV): 8.66
2S+1: 1
HOMO level (eV): -9.555


Density functional theory data (wB97M-V/def2-TZVPD) for a cluster of 2 separate species, BrClH3N2P in total.

Last column: Löwdin charge in e.
Atoms and positions in Å:
N: 2.08293 -0.97445 -2.36636  -0.31
N: -0.70167 1.48915 0.37462  0.06
P: 0.97935 -0.02680 -1.90973  0.03
Cl: 1.53166 1.86045 -2.58271  0.16
Br: -0.97999 -0.43462 -2.94898  0.21
H: 1.76185 -1.92115 -2.29054  -0.03
H: 0.01659 1.52915 1.05103  -0.09
H: -0.63998 2.21944 -0.40424  -0.04

Computed properties:
Calculated total energy (Eh): -3486.7423
ΔE to the lowest compared entry with this formula, charge and spin (kcal/mol): 115.2
Orbital gap (alpha / beta) (eV): 5.37 / 5.37
2S+1: 1
HOMO level (alpha / beta) (eV): -8.804 / -8.803


Density functional theory data (wB97M-V/def2-TZVPD) for a structure of composition BrClHNO2S.

Last column: Löwdin charge in e.
Atoms and positions in Å:
N: -0.80464 -0.15606 -0.13219  -0.66
O: -1.52656 0.68997 0.77874  -0.18
O: 1.86188 -1.24982 -0.78227  -0.60
S: 1.25931 0.00848 -1.06562  0.49
Cl: -0.55882 -1.67980 0.62668  0.57
Br: 2.13655 1.54464 0.24780  0.28
H: -2.36772 0.84258 0.32686  0.09

Computed properties:
Calculated total energy (Eh): -3638.0650
ΔE to the lowest compared entry with this formula, charge and spin (kcal/mol): 59.9
Orbital gap (alpha / beta) (eV): 7.49 / 8.08
2S+1: 1
HOMO level (alpha / beta) (eV): -8.847 / -9.440


Density functional theory data (wB97M-V/def2-TZVPD) for a cluster of 2 separate species, BrClHOP in total.

Last column: Löwdin charge in e.
Atoms and positions in Å:
O: 1.03598 0.05159 -0.98233  -0.56
P: -0.19866 -0.58504 -0.69471  0.44
Cl: -1.09458 1.87301 1.84873  0.19
Br: 0.19024 -2.63504 -1.56737  0.15
H: 0.06702 1.29548 1.39568  -0.21

Computed properties:
Calculated total energy (Eh): -3451.4222
ΔE to the lowest compared entry with this formula, charge and spin (kcal/mol): 26.7
Orbital gap (eV): 9.36
2S+1: 1
HOMO level (eV): -10.755


Density functional theory data (wB97M-V/def2-TZVPD) for a structure of composition BrClINOS.

Last column: Löwdin charge in e.
Atoms and positions in Å:
N: 0.17062 -1.06259 0.53931  -1.42
O: 0.52340 0.95703 -1.14957  -1.14
S: 1.26580 -0.04916 -0.17040  0.70
Cl: -0.61819 -0.42603 1.96035  0.47
Br: -0.86952 -2.20974 -0.42532  0.65
I: -0.47211 2.79048 -0.75438  0.74

Computed properties:
Calculated total energy (Eh): -3859.9485
ΔE to the lowest compared entry with this formula, charge and spin (kcal/mol): 0.0
Orbital gap (alpha / beta) (eV): 7.28 / 7.29
2S+1: 1
HOMO level (alpha / beta) (eV): -9.246 / -9.246


Density functional theory data (wB97M-V/def2-TZVPD) for a cluster of 2 separate species, BrClO2P in total.

Last column: Löwdin charge in e.
Atoms and positions in Å:
O: -1.22879 0.34659 -0.65126  -0.41
O: 0.45914 -1.42871 0.22559  -0.41
P: 0.08424 -0.07469 -0.17445  0.00
Cl: 0.71999 1.87634 1.87370  -0.46
Br: 1.65844 0.80753 -1.42968  0.28

Computed properties:
Calculated total energy (Eh): -3526.2138
ΔE to the lowest compared entry with this formula, charge and spin (kcal/mol): 15.4
Orbital gap (eV): 8.35
2S+1: 1
HOMO level (eV): -5.521
Net charge: -1


Density functional theory data (wB97M-V/def2-TZVPD) for a structure of composition BrF4NP2S.

Last column: Löwdin charge in e.
Atoms and positions in Å:
N: 0.42470 -0.32032 0.64374  -0.34
F: -1.67472 -1.73252 1.32300  -0.19
F: -2.23034 0.44471 0.96157  -0.16
F: 2.70478 -0.08222 -0.72487  -0.20
F: 2.24075 1.51288 0.84564  -0.23
P: -1.16810 -0.58837 0.35636  0.21
P: 1.34840 0.65210 -0.26214  0.18
S: 0.20558 1.49125 -1.64877  0.18
Br: -1.85105 -1.37751 -1.49454  0.54

Computed properties:
Calculated total energy (Eh): -4109.3252
ΔE to the lowest compared entry with this formula, charge and spin (kcal/mol): 0.3
Orbital gap (eV): 8.72
2S+1: 1
HOMO level (eV): -9.671


Density functional theory data (wB97M-V/def2-TZVPD) for an isolated molecule of BrFHOP.

Last column: Löwdin charge in e.
Atoms and positions in Å:
O: -2.09998 0.56649 0.26597  -0.41
F: 2.06673 -1.88722 0.17309  -0.50
P: 2.13622 -0.25358 0.13577  0.53
Br: -0.05344 0.19338 -0.38546  0.47
H: -2.04954 1.38093 -0.18937  -0.10

Computed properties:
Calculated total energy (Eh): -3090.9776
ΔE to the lowest compared entry with this formula, charge and spin (kcal/mol): 109.1
Orbital gap (alpha / beta) (eV): 6.97 / 8.28
2S+1: 1
HOMO level (alpha / beta) (eV): -9.047 / -9.995


Density functional theory data (wB97M-V/def2-TZVPD) for a cluster of 8 separate species, BrH15O7 in total.

Last column: Löwdin charge in e.
Atoms and positions in Å:
O: -0.52483 0.24204 -0.41678  0.29
H: -0.29383 0.34304 0.51022  0.13
H: -0.00083 -0.34796 -0.84778  0.03
H: -1.34783 -0.03796 -0.47878  -0.12
Br: -3.59883 -0.13796 -1.36378  -0.43
O: -2.41183 -2.25496 1.20722  -0.09
H: -2.94383 -1.76996 1.79822  0.01
H: -2.76083 -2.30896 0.30222  -0.02
O: -0.17183 -0.87396 2.24722  0.00
H: 0.08917 -0.66296 3.06422  -0.02
H: -0.55283 -1.75996 2.33622  0.05
O: 0.95117 -1.53696 -1.91078  -0.01
H: 0.89317 -2.27496 -1.26978  0.08
H: 0.43517 -2.04896 -2.48678  0.04
O: -0.06383 1.95604 -2.66178  -0.12
H: -0.87283 2.26404 -3.03578  0.01
H: 0.19417 2.67804 -1.87978  0.13
O: 2.36917 1.05104 -0.30078  -0.01
H: 2.45217 1.83904 -0.80778  0.05
H: 3.27217 0.73604 -0.21378  0.08
O: 1.82017 2.01004 2.18022  -0.04
H: 1.81717 1.54004 1.39022  -0.08
H: 1.25017 1.35604 2.63822  0.04

Computed properties:
Calculated total energy (Eh): -3109.5985
ΔE to the lowest compared entry with this formula, charge and spin (kcal/mol): 8.3
Orbital gap (eV): 7.49
2S+1: 1
HOMO level (eV): -7.783


Density functional theory data (wB97M-V/def2-TZVPD) for an isolated molecule of BrH2NO.

Last column: Löwdin charge in e.
Atoms and positions in Å:
N: 0.60628 0.02654 0.02951  -0.08
O: -0.47971 -0.63973 -0.01725  -0.48
Br: -2.36324 0.54119 0.01453  0.26
H: 1.12158 -0.07467 0.91663  0.13
H: 1.11509 0.14668 -0.94342  0.18

Computed properties:
Calculated total energy (Eh): -2705.0798
ΔE to the lowest compared entry with this formula, charge and spin (kcal/mol): 7.9
Orbital gap (alpha / beta) (eV): 8.88 / 8.22
2S+1: 1
HOMO level (alpha / beta) (eV): -9.803 / -9.721


Density functional theory data (wB97M-V/def2-TZVPD) for the ion BrH2NO2P with charge -1.

Last column: Löwdin charge in e.
Atoms and positions in Å:
N: 0.94720 0.67064 -0.13046  -0.12
O: -0.54788 -1.08740 1.23776  -0.47
O: -0.50560 -1.13440 -1.39331  -0.47
P: -0.45894 -0.42084 -0.08138  -0.14
Br: -2.15007 0.98465 -0.05773  0.24
H: 1.76612 0.17934 -0.40349  0.00
H: 0.94916 0.80801 0.82861  -0.04

Computed properties:
Calculated total energy (Eh): -3121.9915
ΔE to the lowest compared entry with this formula, charge and spin (kcal/mol): 4.6
Orbital gap (eV): 8.87
2S+1: 1
HOMO level (eV): -5.190
Net charge: -1


Density functional theory data (wB97M-V/def2-TZVPD) for a cluster of 2 separate species, BrH2NO2P in total.

Last column: Löwdin charge in e.
Atoms and positions in Å:
N: -0.80398 -0.30333 -1.88843  -0.15
O: 1.60856 -0.55467 0.96923  -0.43
O: -0.62967 -0.89527 2.26180  -0.44
P: 0.21470 -0.28655 1.21836  0.14
Br: -0.02345 1.97484 1.42536  0.17
H: -0.53452 0.67954 -1.90857  -0.16
H: 0.16834 -0.61456 -2.07774  -0.14

Computed properties:
Calculated total energy (Eh): -3121.8519
ΔE to the lowest compared entry with this formula, charge and spin (kcal/mol): 92.2
Orbital gap (eV): 6.03
2S+1: 1
HOMO level (eV): -3.624
Net charge: -1


Density functional theory data (wB97M-V/def2-TZVPD) for the ion BrH2NO2P with charge -1.

Last column: Löwdin charge in e.
Atoms and positions in Å:
N: -0.82274 -0.64778 0.18035  -0.14
O: 0.45582 1.29996 1.36060  -0.47
O: 0.38975 1.08990 -1.25674  -0.44
P: 0.39544 0.47696 0.07851  -0.14
Br: 2.09052 -1.00141 0.09298  0.20
H: -0.73520 -0.85482 -0.76238  -0.03
H: -1.77359 -0.36283 0.30668  0.03

Computed properties:
Calculated total energy (Eh): -3121.9859
ΔE to the lowest compared entry with this formula, charge and spin (kcal/mol): 8.1
Orbital gap (eV): 8.79
2S+1: 1
HOMO level (eV): -5.098
Net charge: -1